Entry A
The following is a DFT calculation (wB97M-V/def2-TZVPD) of C2H7O2 as an isolated structure.

Its HOMO energy is -3.5 eV. The charge is -1. For the HOMO-LUMO gap, the calculation gives 7.99 eV.

Positions of all 11 atoms, in Å:
O: 1.629 1.491 1.953
H: 2.447 1.050 1.709
C: -0.287 -0.257 0.096
O: 0.293 0.980 -0.008
C: -0.960 -0.678 -1.223
H: 0.388 -1.099 0.347
H: -1.098 -0.275 0.857
H: 0.840 1.182 1.038
H: -1.716 0.017 -1.578
H: -0.171 -0.718 -1.985
H: -1.365 -1.693 -1.205

***

Entry B
The following is a DFT calculation (wB97M-V/def2-TZVPD) of a 2-piece molecular cluster, C2H7O2 overall.

Its HOMO energy is -3.2 eV. The charge is -1. For the HOMO-LUMO gap, the calculation gives 7.93 eV.

Positions of all 11 atoms, in Å:
O: 2.167 0.643 1.308
H: 2.392 1.304 1.971
C: -0.788 -0.383 0.206
O: -0.275 0.678 0.882
C: -0.629 -0.277 -1.313
H: -1.881 -0.548 0.396
H: -0.334 -1.356 0.475
H: 1.095 0.652 1.140
H: 0.438 -0.201 -1.560
H: -1.112 0.623 -1.687
H: -1.072 -1.135 -1.817

***

entry B is favored, and the nearest alternative lies 0.0051 hartree above it.